(1)
A cluster of 3 separate species, C4H16NO2 in total at a distorted geometry, computed with ωB97M-V/def2-TZVPD.

Geometry as ORCA input:
```
! RIJCOSX wB97M-V def2-TZVPD def2/J DEFGRID3
* xyz 1 1
C 0.47369 -1.08662 -0.30234
C 0.47600 -0.05815 1.00756
C 1.23331 -0.50896 2.24958
C 0.84161 -1.89102 2.73257
N -0.60968 -0.65328 -1.30787
H 0.31206 -2.12525 0.21179
H 1.36558 -0.83043 -0.82902
H -0.45145 0.60223 1.20622
H 1.01236 0.84915 0.59107
H 1.09359 0.27236 3.06680
H 2.30582 -0.61615 2.06741
H -0.22210 -2.15382 2.82266
H 1.32024 -2.61289 2.07449
H 1.22340 -1.95343 3.71729
H -1.01086 -1.45893 -1.73475
H -1.30139 -0.08774 -0.87215
H -0.23172 -0.06326 -2.09358
H -3.23240 1.60212 -2.12404
H -2.27198 1.25031 -3.31329
O -2.54375 1.01822 -2.41780
H 0.74169 3.52281 -2.63707
H -0.60449 3.87445 -2.06625
O 0.08047 3.10826 -2.04928
*
```

## Properties
Gap between HOMO and LUMO (hartree): 0.420
HOMO level (eV): -14.6
Energy above the lowest of the compared OMol25 structures with the same formula, charge and spin (eV): 2.140


(2)
An isolated molecule of C3H5NO2S at a distorted geometry, computed with ωB97M-V/def2-TZVPD.

Geometry as ORCA input:
```
! RIJCOSX wB97M-V def2-TZVPD def2/J DEFGRID3
* xyz 0 1
C -0.52144 -0.43867 0.44701
C 1.18838 0.60854 -0.96186
C -2.06328 -0.33285 0.42225
N 0.10557 -0.95928 1.33999
O 3.40414 0.22361 0.57461
O -0.13464 0.19386 -0.68241
S 2.44199 -0.61284 -0.20653
H 1.42753 0.64144 -1.98165
H 1.29090 1.49461 -0.36992
H -2.33047 0.45026 1.25800
H -2.62528 -1.27199 0.77819
H -2.18340 0.00331 -0.61767
*
```

## Properties
Gap between HOMO and LUMO (alpha / beta) (hartree): 0.323 / 0.305
HOMO level (alpha / beta) (eV): -9.8 / -9.2
Energy above the lowest of the compared OMol25 structures with the same formula, charge and spin (eV): 4.269


(3)
A structure of composition C28H78O11 at a distorted geometry, computed with ωB97M-V/def2-TZVPD.

Geometry as ORCA input:
```
! RIJCOSX wB97M-V def2-TZVPD def2/J DEFGRID3
* xyz 0 1
C 3.65862 1.73159 2.64764
C 3.73967 2.24761 1.17059
O 2.45954 1.88899 0.71960
H 2.78659 2.01121 3.23880
H 4.60765 1.98978 3.11752
H 3.67310 0.64531 2.55872
H 4.59496 1.92708 0.57576
H 3.70696 3.33685 1.19457
H 2.31144 2.11567 -0.20142
C -3.04845 -0.87211 3.98884
C -1.98817 0.12451 3.53528
O -1.81045 0.11110 2.17947
H -3.93582 -0.67118 3.38861
H -3.34206 -0.77438 5.03400
H -2.60860 -1.85297 3.80844
H -1.03358 -0.18745 3.95897
H -2.10149 1.11884 3.96724
H -0.95855 0.46917 1.91934
C -4.93298 -0.97846 0.02127
C -3.99933 -0.64942 1.16100
O -2.87709 -1.47485 1.16373
H -4.44199 -1.43375 -0.83881
H -5.25875 0.00682 -0.31220
H -5.81232 -1.55733 0.30373
H -4.57400 -0.66814 2.08702
H -3.57191 0.35193 1.10901
H -2.23459 -0.92967 1.62368
C -0.78628 -0.45906 -0.16361
C 0.09866 0.56643 -0.87898
O 0.94750 1.10492 0.09304
H -0.15729 -1.27697 0.18779
H -1.50977 -0.93469 -0.82576
H -1.32894 -0.11839 0.71819
H -0.38058 1.42831 -1.34330
H 0.62313 -0.04921 -1.60975
H 1.72358 1.45085 -0.35378
C 1.01633 -0.89778 3.78890
C 1.42228 0.01877 2.62816
O 0.32808 0.60901 2.02429
H 0.45740 -0.28854 4.49922
H 1.84693 -1.47244 4.19872
H 0.27395 -1.57392 3.36485
H 2.04177 -0.49235 1.89121
H 2.17273 0.77445 2.86023
H 0.58656 0.91125 1.15054
C 1.91965 -2.03078 0.26473
C 3.27007 -1.45064 -0.22196
C 3.69854 -0.36408 0.78536
O 4.07666 -2.55638 -0.27069
H 1.50649 -2.83596 -0.34279
H 1.07553 -1.35019 0.15360
H 1.85923 -2.54319 1.22487
H 3.24686 -1.03211 -1.22812
H 4.67775 0.01645 0.49473
H 3.67311 -0.65238 1.83623
H 2.91131 0.37819 0.65352
H 4.23757 -2.84505 0.63063
C 0.22092 -3.10012 0.83174
C -0.62976 -4.38636 0.51286
C -1.96767 -3.85024 -0.10081
O -0.00081 -5.25767 -0.37090
H -0.07930 -2.66464 1.78481
H 0.31033 -2.41232 -0.00912
H 1.17335 -3.47833 1.20311
H -0.77057 -4.88197 1.47340
H -2.51050 -4.79144 -0.18798
H -1.92186 -3.28073 -1.02907
H -2.47077 -3.14262 0.55819
H 0.93415 -5.37151 -0.18516
C 1.33660 -3.08568 -4.34767
C 0.69892 -2.33093 -3.12110
C 1.77737 -1.78005 -2.31184
O -0.14333 -1.33177 -3.54268
H 1.60878 -2.22883 -4.96396
H 0.67230 -3.75024 -4.90008
H 2.18664 -3.65781 -3.97591
H -0.07697 -2.95183 -2.67322
H 2.58283 -1.41590 -2.94959
H 2.22048 -2.47528 -1.59883
H 1.52086 -0.84029 -1.82281
H -0.49537 -1.67172 -4.36857
C -1.33994 2.20321 0.55450
C -1.12758 2.94558 1.79800
C -2.43551 3.31509 2.59775
O -0.51476 1.99049 2.67474
H -0.38969 1.94196 0.08878
H -1.87967 2.72283 -0.23719
H -1.85396 1.26524 0.76452
H -0.45284 3.79315 1.67787
H -3.08910 3.75876 1.84670
H -2.22000 4.10128 3.32133
H -2.91401 2.44723 3.05158
H 0.25157 1.59529 2.25264
C 0.52269 2.86924 -1.83739
C 2.01286 2.75759 -1.66788
C 2.64561 3.64428 -0.55364
O 2.19550 1.38553 -1.42744
H 0.13214 2.13258 -2.53946
H 0.41119 3.86025 -2.27735
H 0.03711 2.77923 -0.86568
H 2.51293 3.06766 -2.58542
H 3.65694 3.30770 -0.32547
H 2.02808 3.64153 0.34455
H 2.63005 4.68635 -0.87293
H 1.73706 0.95988 -2.15562
C -2.26434 1.44997 -5.16737
C -2.65899 1.19038 -3.69395
C -1.56830 1.21708 -2.70701
O -3.64503 2.07025 -3.35946
H -1.28964 1.03356 -5.42170
H -2.21621 2.49756 -5.46457
H -2.94025 0.94578 -5.85806
H -3.06749 0.18253 -3.62023
H -0.89439 1.99524 -3.06537
H -0.90573 0.35212 -2.67621
H -1.91958 1.39931 -1.69139
H -3.90051 2.57131 -4.13743
*
```

## Properties
Gap between HOMO and LUMO (hartree): 0.273
HOMO level (eV): -7.3
Energy above the lowest of the compared OMol25 structures with the same formula, charge and spin (eV): 37.943


(4)
A cluster of 2 separate species, C4H9NO in total at a distorted geometry, computed with ωB97M-V/def2-TZVPD.

Geometry as ORCA input:
```
! RIJCOSX wB97M-V def2-TZVPD def2/J DEFGRID3
* xyz 0 1
C -0.05987 -0.84876 -1.48485
C -0.28116 -1.11269 -0.17630
N 0.79126 -1.44089 0.71374
C 1.40231 -2.55786 0.48788
H 0.81862 -1.23915 -1.94557
H -0.82823 -0.36078 -2.12170
H -1.26182 -0.98334 0.25786
H 2.14435 -2.97392 1.20365
H 1.13580 -3.18751 -0.38798
C -0.55543 2.09683 0.59304
O -0.54952 3.47624 0.98530
H 0.07107 1.90477 -0.30976
H -0.15814 1.49221 1.41452
H -1.58696 1.74169 0.40083
H -1.08230 3.99316 0.36936
*
```

## Properties
Gap between HOMO and LUMO (hartree): 0.378
SMILES: C=CN=C.CO
HOMO level (eV): -9.4
Energy above the lowest of the compared OMol25 structures with the same formula, charge and spin (eV): 3.196


(5)
A cluster of 2 separate species, C3H8N2O in total, computed with ωB97M-V/def2-TZVPD.

Geometry as ORCA input:
```
! RIJCOSX wB97M-V def2-TZVPD def2/J DEFGRID3
* xyz 0 1
C -1.74900 -1.52404 0.41823
N -0.59940 -0.66502 0.20778
C 0.53930 -1.13211 0.17865
O 1.48381 -1.84294 0.21784
H -1.46386 -2.53953 0.71275
H -2.38621 -1.09025 1.19769
H -2.33515 -1.57820 -0.50603
C 0.44387 1.81297 -0.32372
N 1.49473 0.79364 -0.29940
H 0.77382 2.77054 -0.73933
H -0.42359 1.45070 -0.88967
H 0.06969 1.96528 0.69357
H 1.89112 0.59452 -1.21283
H 2.26088 0.98444 0.34447
*
```

## Properties
Gap between HOMO and LUMO (hartree): 0.382
SMILES: CN=C=O.CN
HOMO level (eV): -9.5
Energy above the lowest of the compared OMol25 structures with the same formula, charge and spin (eV): 1.719


Number 1: DFT total energy -9985.24085 eV. Number 2: DFT total energy -19608.24222 eV. Number 3: DFT total energy -52783.88902 eV. Number 4: DFT total energy -7829.12352 eV. Number 5: DFT total energy -8267.60722 eV.